Entry 1:
Below is an isolated molecule of C4H6F2O, with properties calculated with ωB97M-V with the def2-TZVPD basis set.

Element x y z (Å)
C -0.09064 -1.22778 0.83712
C -0.22812 -0.23913 -0.24869
C -0.10033 1.23158 0.19250
C 0.97735 0.65726 -0.63181
H 0.68496 -0.89326 1.56582
H -1.05369 -1.34775 1.32227
H 0.25486 -2.19704 0.44300
H -1.97276 -0.10589 -1.15458
H 0.15433 1.41034 1.21730
H -0.83722 1.90143 -0.23172
O -1.11323 -0.49276 -1.30035
F 2.20165 0.33573 -0.12212
F 1.12285 0.96725 -1.88874

2S+1 = 1
gap between HOMO and LUMO = 10.61 eV
E_HOMO = -9.857 eV
energy above the lowest of the compared OMol25 structures with the same formula, charge and spin = 123.7 kJ/mol
DFT total energy = -430.9367 a.u.

Atomic partial charges in e from the Mulliken method, atoms 1 to 8: -1.220 0.564 -1.052 0.966 0.282 0.320 0.320 0.343



Entry 2:
Below is a structure of composition C5H16IN4O3, with properties calculated with ωB97M-V with the def2-TZVPD basis set.

Element x y z (Å)
I -13.68605 -10.05333 4.80304
C -10.65061 -11.13891 4.19186
C -11.14257 -10.78169 2.79753
C -11.98994 -11.74425 2.03143
O -11.82963 -9.57884 2.82268
H -9.91444 -10.38504 4.47083
H -10.15427 -12.10863 4.22931
H -11.40835 -11.06966 4.97232
H -10.27975 -10.60877 2.15429
H -12.71377 -12.21682 2.69540
H -11.51248 -12.62308 1.59807
H -12.64498 -11.25050 1.31364
H -12.52638 -9.62442 3.48151
C -11.10344 -9.02703 7.23532
O -9.94497 -8.82318 7.55746
N -12.03977 -9.12261 8.16344
N -11.42487 -9.43148 6.05562
H -11.89228 -8.56616 8.99332
H -13.01753 -9.35198 8.05632
H -12.35807 -9.78063 5.89031
H -10.75649 -9.44228 5.29849
C -14.25449 -10.68376 8.23543
O -14.37166 -11.08533 9.38126
N -14.41830 -9.46190 7.95349
N -13.96546 -11.42622 7.16398
H -14.61516 -8.78517 8.67694
H -14.45486 -9.07876 7.01970
H -13.83392 -12.42569 7.22613
H -13.83001 -10.96521 6.27560

2S+1 = 1
gap between HOMO and LUMO = 7.71 eV
E_HOMO = -4.698 eV
net charge = -1
energy above the lowest of the compared OMol25 structures with the same formula, charge and spin = 654.1 kJ/mol
DFT total energy = -942.4844 a.u.

Atomic partial charges in e from the Mulliken method, atoms 1 to 8: -0.871 -0.981 0.357 -1.326 -0.630 0.247 0.479 0.379



- Among the records above, which one has the lowest gap between HOMO and LUMO?
  C5H16IN4O3